Here is a 2-piece molecular cluster, C3H10OS overall in a non-equilibrium geometry from the OMol25 dataset. Energies are from the ωB97M-V functional and the def2-TZVPD basis.

Results
SMILES string: CCS.CO
Orbital gap (Ha): 0.3605
Spin multiplicity: 1
E (eV): -16155.154
Total charge: 0

Positions of all 15 atoms, in Å:
C 1.464 1.465 1.013
O 1.517 2.738 0.379
H 0.474 1.360 1.474
H 1.480 0.684 0.252
H 2.245 1.374 1.750
H 2.371 3.142 0.541
C -1.284 -0.146 -0.955
C -0.668 -1.496 -0.568
S -2.016 -2.644 -0.075
H -1.569 0.408 -0.062
H -2.117 -0.304 -1.630
H -0.492 0.389 -1.475
H -0.174 -1.967 -1.408
H -0.009 -1.436 0.283
H -1.223 -3.566 0.482

Here is one molecule with the formula C25H23NO5 from the OMol25 dataset. Energies are from the ωB97M-V functional and the def2-TZVPD basis.

Results
SMILES string: CCC(=O)Nc1cc(C(=O)OCc2ccc(C(=O)Oc3ccccc3)cc2)ccc1C
Orbital gap (Ha): 0.3474
Spin multiplicity: 1
E (eV): -38027.536
Total charge: 0

Positions of all 54 atoms, in Å:
C 1.231 -9.305 -1.500
C 0.215 -8.261 -1.941
C 0.859 -6.891 -2.092
O 1.984 -6.633 -1.738
N 0.017 -5.982 -2.674
C 0.275 -4.607 -2.851
C -0.668 -3.703 -2.384
C -0.478 -2.334 -2.527
C 0.680 -1.867 -3.144
C 1.599 -2.771 -3.633
C 1.418 -4.147 -3.518
C 2.406 -5.085 -4.126
H 1.894 -5.881 -4.665
H 3.001 -5.556 -3.344
H 3.069 -4.558 -4.807
H 2.485 -2.407 -4.134
H 0.842 -0.806 -3.247
C -1.517 -1.427 -1.995
O -2.518 -1.796 -1.428
O -1.225 -0.135 -2.220
C -2.112 0.840 -1.694
C -1.495 1.619 -0.563
C -0.388 1.143 0.126
C 0.153 1.875 1.165
C -0.408 3.094 1.533
C -1.525 3.570 0.849
C -2.059 2.836 -0.191
H -2.923 3.206 -0.723
H -1.966 4.513 1.134
C 0.218 3.845 2.648
O 1.154 3.442 3.291
O -0.374 5.041 2.831
C 0.043 5.905 3.834
C 0.072 7.257 3.513
C 0.431 8.181 4.475
C 0.762 7.761 5.753
C 0.725 6.414 6.067
C 0.361 5.477 5.114
H 0.333 4.428 5.361
H 0.978 6.083 7.063
H 1.047 8.484 6.503
H 0.455 9.231 4.225
H -0.186 7.563 2.511
H 1.015 1.517 1.707
H 0.056 0.200 -0.156
H -3.022 0.333 -1.342
H -2.376 1.512 -2.518
H -1.566 -4.050 -1.894
H -0.963 -6.231 -2.703
H -0.583 -8.181 -1.197
H -0.240 -8.547 -2.892
H 1.706 -8.992 -0.574
H 0.749 -10.267 -1.344
H 2.007 -9.418 -2.253